1.
A 2-piece molecular cluster, C6H8N2S overall. Source: the OMol25 dataset; level of theory: ωB97M-V with the def2-TZVPD basis set.

```
17
Properties=species:S:1:pos:R:3:forces:R:3
C -0.70982 -2.07160 -0.17207 0.4 -1.0 -0.3
C 0.57224 -1.69779 -0.29576 1.2 -1.4 -0.5
C -1.20511 0.24695 0.24554 -5.1 0.7 0.3
C 0.00320 0.50133 -0.00486 3.8 3.0 0.3
C -1.84594 -1.16773 0.18377 1.6 1.1 0.7
C 1.17770 -0.32257 -0.28379 -1.5 1.3 -0.7
N 1.94638 2.36888 0.03342 2.0 0.0 0.3
N 0.73365 2.42315 0.17615 -0.7 -3.8 -0.6
S -0.24286 3.59432 0.51041 -1.9 1.9 0.7
H -1.02139 -3.12977 -0.23973 0.7 0.5 -0.2
H 1.40435 -2.37912 -0.57014 -1.1 -0.4 0.4
H -1.99811 1.03756 0.38596 1.3 -0.4 0.1
H -2.68818 -1.14518 -0.58909 0.9 -0.4 1.6
H -2.04362 -1.43780 1.28449 -0.9 0.4 -1.8
H 2.02236 -0.05117 0.35483 -0.2 -0.7 0.1
H 1.47239 -0.04706 -1.30755 0.3 -0.3 0.1
H 2.42277 3.27760 0.28842 -0.9 -0.7 -0.5
```
Forces are in eV/Å.

The value obtained for the highest occupied orbital energy is -8.199 eV. The orbital gap is 8.48 eV.

Atomic partial charges in e from the Mulliken method, atoms 1 to 4: C -0.551; C -0.394; C -0.466; C 0.272

=====

2.
C25H45Cl2FeO4P as an isolated structure. Source: the OMol25 dataset; level of theory: ωB97M-V with the def2-TZVPD basis set.

```
78
Properties=species:S:1:pos:R:3:forces:R:3
Fe 0.20853 -0.39538 0.17663 -0.8 2.1 0.4
P 2.33321 0.24442 -0.61660 0.8 0.5 0.2
Cl -0.67426 0.56862 -1.53617 -0.4 0.6 -1.1
C 0.44249 -2.12560 -0.19174 -0.4 -3.7 -1.1
H 0.72737 -3.00425 0.40878 0.0 0.2 -0.3
H 0.18484 -2.39509 -1.24519 0.1 -0.1 0.7
C 2.36819 2.03056 -1.22771 0.5 -0.5 -0.2
C 2.59233 -0.91442 -2.06795 0.2 0.6 0.0
C 3.73687 2.69241 -1.46352 0.0 0.2 -0.2
H 1.86814 1.90508 -2.20352 0.0 0.2 0.2
C 3.56035 4.06068 -2.15072 0.0 -0.1 0.0
H 4.26416 2.84126 -0.50747 -0.2 0.0 -0.2
H 4.38454 2.06298 -2.08949 -0.2 0.1 0.2
C 2.61334 4.99834 -1.39780 -0.1 -0.1 0.1
H 4.53752 4.54206 -2.26316 0.0 0.0 -0.1
H 3.16896 3.89618 -3.16440 0.0 0.0 0.1
C 1.28686 4.31929 -1.03930 0.1 -0.2 0.0
H 3.10065 5.35281 -0.47764 0.0 -0.1 -0.1
H 2.41224 5.88681 -2.00603 0.1 0.0 0.1
C 1.49930 2.95188 -0.36126 -0.3 0.2 0.0
H 0.70533 4.97142 -0.37546 0.0 -0.1 -0.1
H 0.68659 4.17524 -1.95233 0.1 0.0 0.2
H 1.97231 3.10589 0.62301 0.0 0.0 -0.2
H 0.51431 2.50016 -0.19205 0.3 0.0 0.0
C 3.77095 -0.00872 0.55538 0.0 -0.1 -0.6
C 3.01597 -2.30851 -1.60117 0.2 -0.3 0.2
H 1.55817 -0.96862 -2.46562 0.5 0.0 0.0
C 3.04192 -3.30825 -2.76023 -0.1 0.1 -0.1
H 4.00546 -2.27919 -1.11198 -0.2 0.0 -0.3
H 2.31518 -2.66966 -0.84207 0.2 0.1 -0.2
C 3.91345 -2.83079 -3.92433 0.1 -0.1 0.1
H 3.40793 -4.27543 -2.39293 -0.1 0.1 -0.1
H 2.01382 -3.47739 -3.11922 0.2 0.1 0.1
C 3.61192 -1.38776 -4.33751 -0.1 0.1 -0.1
H 4.97272 -2.92016 -3.64344 -0.1 0.1 0.0
H 3.75858 -3.49625 -4.78346 0.1 0.1 0.1
C 3.54278 -0.40434 -3.16036 0.2 -0.2 0.0
H 4.37609 -1.04695 -5.04357 -0.1 0.0 0.0
H 2.65108 -1.36397 -4.86790 0.1 0.0 0.1
H 4.55680 -0.27022 -2.74037 -0.3 0.0 -0.2
H 3.22145 0.57700 -3.52497 0.0 -0.1 0.0
C 3.70920 0.98075 1.72381 0.1 0.0 0.2
H 3.58180 -1.01643 0.96473 -0.1 0.1 -0.1
C 4.72779 0.61646 2.80984 0.0 -0.1 0.0
H 3.90905 1.99976 1.36463 0.0 -0.2 0.0
H 2.71078 0.99011 2.17834 0.2 0.0 -0.2
C 6.15310 0.44720 2.26717 -0.1 0.2 -0.1
H 4.71386 1.38789 3.58787 0.0 -0.1 0.0
H 4.40662 -0.31874 3.28831 0.0 0.1 -0.1
C 6.21057 -0.43316 1.01378 0.0 -0.1 0.0
H 6.56883 1.43888 2.03442 -0.1 -0.1 0.0
H 6.78907 0.01616 3.05013 0.0 0.1 -0.1
C 5.17974 -0.04502 -0.05913 0.2 0.2 0.3
H 7.21754 -0.39642 0.58432 0.0 0.0 0.0
H 6.04056 -1.47957 1.30085 -0.1 0.1 0.0
H 5.43448 0.94161 -0.47389 0.0 -0.2 0.1
H 5.23972 -0.76034 -0.88617 0.0 0.2 0.2
C 0.11260 0.63936 2.13020 1.2 -1.8 2.0
C 0.59034 -0.71107 2.23173 -0.8 2.1 1.4
H 0.80637 1.46782 1.93045 -0.1 -0.6 -0.3
C -0.26245 -1.81077 2.84509 -0.2 0.2 0.5
H 1.67228 -0.91628 2.27295 -0.4 0.2 -0.7
C -1.70821 -1.37122 3.12057 -0.1 -0.1 -0.3
H -0.26601 -2.70312 2.20916 0.1 0.2 0.1
H 0.19333 -2.10690 3.81061 0.1 0.2 -0.3
C -1.77957 0.02144 3.74053 0.0 0.0 -0.3
H -2.28825 -1.38148 2.18804 0.1 0.0 0.1
H -2.17897 -2.10022 3.79360 0.1 0.1 -0.2
C -1.12201 1.09592 2.85450 -1.0 0.0 -0.2
H -2.83113 0.29357 3.89218 0.2 0.0 0.0
H -1.29268 0.01211 4.72166 0.1 0.0 0.0
H -1.87759 1.48446 2.15160 0.3 -0.1 0.1
H -0.84052 1.93128 3.51448 0.1 0.0 -0.3
O -5.16736 0.21226 1.39644 0.2 -0.5 -0.6
Cl -4.33050 -0.30756 0.31702 2.2 0.6 0.9
O -4.03699 -1.73267 0.52537 -0.7 1.0 -0.3
O -4.95403 -0.07062 -0.95945 0.0 -0.3 0.3
O -3.01700 0.41669 0.37231 -1.7 -0.9 0.0
```
Forces are in eV/Å.

As for the total charge: -1. The multiplicity is 6. The expectation value of S² is 8.7872. The value obtained for the highest occupied orbital energy (alpha / beta) is -3.767 / -5.726 eV. The orbital gap (alpha / beta) is 6.06 / 7.60 eV.

Atomic partial charges in e from the Mulliken method, atoms 1 to 4: Fe -0.316; P 0.824; Cl -0.438; C -1.240

=====

3.
A 2-piece molecular cluster, C39H37N4O overall. Source: the OMol25 dataset; level of theory: ωB97M-V with the def2-TZVPD basis set.

```
81
Properties=species:S:1:pos:R:3:forces:R:3
C -2.80944 -2.78386 2.47366 0.1 -0.1 0.4
C -3.66199 -1.68735 1.82025 -0.2 -0.1 -0.3
C -2.74730 -0.47924 1.58440 -1.0 0.5 -0.1
N -1.40552 -0.94729 1.90821 2.7 1.8 -0.1
C -0.31046 -0.21735 1.75255 -2.0 -1.9 -1.1
C 0.97038 -0.93818 1.78750 1.6 -1.0 0.7
C 1.19809 -2.01508 0.88107 -0.5 0.6 0.4
C 2.32031 -2.82394 0.97657 0.3 0.2 0.1
C 3.29777 -2.54454 1.94274 -0.2 0.1 0.1
C 3.10346 -1.50044 2.85295 0.1 -0.4 -0.3
C 1.94363 -0.74221 2.79812 -0.6 0.3 -0.4
C -1.34978 -2.33710 2.35546 -0.3 -1.4 0.0
H -3.06469 -2.90883 3.52979 -0.1 0.0 -0.2
H -2.92252 -3.74659 1.96986 -0.2 0.1 0.2
H -4.04440 -2.03554 0.85520 -0.1 0.1 0.3
H -4.50358 -1.41542 2.46029 0.1 -0.1 -0.2
H -2.78119 -0.12421 0.54459 0.2 -0.2 0.3
H -3.04789 0.37948 2.20255 0.4 -0.3 0.0
H -0.44280 0.80013 1.37236 0.0 -0.2 0.2
H 0.43569 -2.23662 0.13633 0.3 0.1 0.0
H 2.43167 -3.67894 0.30238 0.0 0.4 0.2
H 4.19664 -3.15471 1.99975 -0.2 0.1 0.0
H 3.84554 -1.27478 3.62254 -0.2 -0.2 -0.3
H 1.79320 0.03674 3.53784 0.1 -0.2 -0.1
H -0.78839 -2.46773 3.29438 -0.1 0.4 -0.4
H -0.83788 -2.95977 1.60580 -0.2 0.4 0.3
C 1.48778 6.23751 4.77862 -0.7 -0.1 -0.7
O 0.42120 6.56890 3.88364 1.5 1.7 1.9
C -0.05405 5.78589 2.89941 -2.2 1.8 -1.2
C 0.67963 4.58977 2.56085 0.3 -0.5 0.1
C 0.14276 3.37900 3.00228 0.6 0.1 -0.3
C 0.87350 2.22291 2.77364 -0.6 -0.1 -0.3
C 2.01420 2.23580 1.97302 0.5 0.3 0.3
C 2.61530 3.46094 1.65871 -0.2 0.0 -0.1
C 1.97383 4.64744 1.99465 -0.5 -0.2 0.0
C -1.15901 6.38845 2.29360 2.6 -1.7 1.8
N -1.95790 5.81660 1.36405 -0.8 -0.3 -1.4
C -1.68828 4.75198 0.49606 -0.3 0.3 0.2
C -2.69720 3.80584 0.33015 0.4 -0.5 0.1
C -2.38044 2.61133 -0.31670 0.1 0.4 0.0
C -1.09778 2.41970 -0.84316 0.0 -0.1 0.0
C -0.15089 3.45274 -0.79989 -0.3 -0.3 0.1
C -0.45446 4.64107 -0.14677 0.1 -0.2 0.0
N -3.18325 6.42905 1.29444 -0.4 1.9 0.6
C -3.08976 7.49470 2.06717 0.7 -1.5 -0.7
C -4.10929 8.54242 2.11863 -0.9 0.5 -0.3
C -3.83136 9.92269 2.28889 -0.1 -0.9 0.1
C -4.88625 10.82661 2.38358 0.0 -0.2 -0.2
C -6.20442 10.38785 2.22170 0.1 0.0 0.0
C -6.47410 9.04340 1.93894 0.1 0.1 -0.1
C -5.43434 8.12156 1.87602 0.4 0.4 0.3
N -1.86187 7.51109 2.73869 -0.5 0.3 -0.8
C -1.49191 8.48236 3.70486 -0.1 0.0 0.3
C -0.37017 9.27848 3.53869 0.3 0.5 0.1
C -0.08076 10.26612 4.48959 -0.1 -0.4 -0.3
C -0.89065 10.40730 5.61556 -0.1 0.0 0.0
C -2.00758 9.58838 5.78633 0.0 -0.2 -0.6
C -2.32349 8.63665 4.80628 0.1 0.4 0.6
H 1.67378 7.15687 5.32977 0.1 -0.1 0.0
H 1.17265 5.44850 5.46634 0.1 -0.1 0.0
H 2.38295 5.93391 4.23047 0.0 0.0 0.2
H -0.81752 3.37903 3.53135 0.5 0.0 -0.2
H 0.45430 1.31498 3.20302 0.3 0.1 -0.1
H 2.49448 1.31621 1.64392 0.0 0.3 0.3
H 3.57892 3.48154 1.14781 -0.3 0.0 0.1
H 2.41943 5.62926 1.78206 -0.2 -0.5 0.0
H -3.66567 4.00258 0.78777 0.2 -0.2 -0.2
H -3.14297 1.84004 -0.38634 0.1 0.1 -0.2
H -0.84440 1.46702 -1.31099 0.0 0.3 0.0
H 0.82771 3.30206 -1.24947 -0.2 0.1 0.0
H 0.26054 5.46294 -0.08972 -0.2 -0.3 0.0
H -2.79455 10.25887 2.35150 -0.4 0.0 0.1
H -4.66514 11.87831 2.57391 -0.1 -0.3 -0.1
H -7.02417 11.10536 2.30157 0.3 -0.3 0.0
H -7.49659 8.70621 1.76239 0.3 0.2 0.1
H -5.60884 7.06717 1.65307 0.0 0.4 0.1
H 0.27518 9.13255 2.66771 -0.3 0.1 0.3
H 0.77896 10.91802 4.33214 -0.2 -0.2 0.1
H -0.66095 11.16765 6.35791 0.0 -0.1 -0.1
H -2.64608 9.68043 6.66136 0.1 0.1 -0.2
H -3.22149 8.02311 4.89706 0.3 0.1 0.0
```
Forces are in eV/Å.

As for the total charge: +1. The value obtained for the highest occupied orbital energy is -7.894 eV. The orbital gap is 3.84 eV.

Atomic partial charges in e from the Mulliken method, atoms 1 to 4: C -0.676; C -0.655; C -0.221; N 0.237

=====

4.
An isolated ion of composition C2H8NS2 and charge +1. Source: the OMol25 dataset; level of theory: ωB97M-V with the def2-TZVPD basis set.

```
13
Properties=species:S:1:pos:R:3:forces:R:3
N -1.54176 -0.64236 2.63229 1.0 0.5 0.0
C -1.48605 -0.59917 1.11937 -1.5 -0.1 -0.7
C -0.13912 -0.05907 0.65667 -0.8 -0.9 1.0
S -0.02850 -0.23413 -1.12941 0.2 0.4 -0.1
S 1.74479 0.81371 -1.38377 0.1 -0.5 0.0
H -1.09734 -1.50668 2.92592 -0.5 -0.3 0.5
H -0.96210 0.09435 3.04689 0.2 0.1 -0.3
H -2.44631 -0.44354 3.05101 -0.4 -0.8 -0.1
H -1.75284 -1.58270 0.72231 0.7 -0.3 0.4
H -2.39770 -0.07832 0.80720 0.6 0.8 0.0
H 0.60624 -0.74294 1.08247 0.2 0.4 0.1
H -0.04639 0.93254 1.10277 0.4 0.2 -0.6
H 1.25372 1.64586 -2.29281 -0.2 0.4 -0.1
```
Forces are in eV/Å.

As for the total charge: +1. As for the structure (SMILES): [NH3+]CCSS. The value obtained for the highest occupied orbital energy is -12.281 eV. The orbital gap is 8.28 eV.

Atomic partial charges in e from the Mulliken method, atoms 1 to 4: N -0.293; C -0.816; C -0.513; S -0.058

=====

5.
A 2-piece molecular cluster, C7H20N2O overall. Source: the OMol25 dataset; level of theory: ωB97M-V with the def2-TZVPD basis set.

```
30
Properties=species:S:1:pos:R:3:forces:R:3
C 0.96130 1.07945 -1.74072 0.0 0.1 0.0
N 0.10562 -0.00547 -2.16874 0.0 -0.2 -0.2
C -1.28377 0.08506 -1.73348 -0.2 -0.4 0.0
C -1.76560 -1.30857 -1.32259 0.0 0.3 -0.1
C -2.21156 0.67259 -2.80089 0.3 0.1 0.3
H 0.63479 2.07380 -2.08220 0.0 0.0 0.0
H 1.96655 0.90153 -2.12359 0.0 0.1 0.1
H 1.00278 1.08464 -0.65095 0.1 0.1 0.0
H 0.14786 -0.11945 -3.17566 0.0 0.0 0.1
H -1.30963 0.73011 -0.84761 0.0 0.0 -0.1
H -1.07884 -1.74106 -0.60036 0.0 -0.1 0.1
H -1.80093 -1.96571 -2.19543 0.0 0.0 0.0
H -2.75947 -1.25535 -0.87954 -0.1 -0.1 0.0
H -1.87442 1.66373 -3.09902 0.0 0.1 -0.1
H -3.22682 0.75513 -2.42056 -0.1 0.0 0.0
H -2.22393 0.03061 -3.67966 0.0 -0.1 -0.1
C -0.56005 1.05041 2.10683 -0.1 -0.2 0.2
O 0.77857 0.74328 1.80613 0.8 -0.3 -0.1
N 1.14869 -0.51103 2.40525 -0.6 0.0 0.2
C 1.51542 -1.43550 1.35262 -0.1 0.3 -0.2
C 2.23632 -0.27342 3.33030 -0.1 0.3 -0.1
H -0.71211 1.15190 3.18582 0.0 0.0 0.0
H -0.75812 2.00309 1.61810 -0.1 0.0 0.0
H -1.23930 0.28444 1.72055 0.0 0.0 0.0
H 0.70953 -1.47175 0.62340 0.0 -0.1 0.0
H 2.43986 -1.14656 0.83708 0.0 0.0 0.0
H 1.64261 -2.41986 1.79987 0.0 0.0 0.0
H 3.14623 0.08390 2.83102 0.0 0.0 0.0
H 1.91728 0.46878 4.06003 0.1 0.0 0.1
H 2.45113 -1.20869 3.84398 0.0 0.0 0.0
```
Forces are in eV/Å.

As for the structure (SMILES): CNC(C)C.CON(C)C. The value obtained for the highest occupied orbital energy is -8.461 eV. The orbital gap is 9.53 eV.

Atomic partial charges in e from the Mulliken method, atoms 1 to 4: C -0.729; N -0.295; C 0.886; C -1.381

=====

6.
A 3-piece molecular cluster, C4H14O4 overall. Source: the OMol25 dataset; level of theory: ωB97M-V with the def2-TZVPD basis set.

```
22
Properties=species:S:1:pos:R:3:forces:R:3
C -1.03501 2.49606 -0.72185 0.5 1.3 1.1
C -0.64236 1.06905 -0.97550 -0.9 -0.7 -1.4
O -1.89129 0.34976 -0.75497 1.1 -0.4 0.4
C 0.48731 0.52150 -0.12467 -0.5 0.2 0.7
C 1.88858 0.99032 -0.52846 -0.7 0.1 -0.2
O 2.44659 -0.09472 -1.27238 0.2 0.5 0.2
H -2.07999 2.65137 -0.97443 -0.2 -0.2 0.3
H -0.54587 3.33294 -1.22750 0.6 -0.6 -0.4
H -0.82493 2.70593 0.35004 -0.7 0.0 -0.4
H -0.39374 0.90856 -2.03163 0.1 0.1 0.0
H -1.62954 -0.57514 -0.60918 -0.3 0.1 0.0
H 0.18101 0.80440 0.89914 0.6 -0.1 -0.1
H 0.49660 -0.57959 -0.14531 0.0 0.3 -0.1
H 1.86616 1.92376 -1.11481 -0.2 -0.3 -0.2
H 2.48427 1.26686 0.33225 0.3 -0.4 0.4
H 3.39707 0.02984 -1.27701 0.2 -0.1 -0.2
O -0.12462 -1.76542 2.93161 0.1 0.7 0.5
H -1.03608 -1.43036 2.96421 0.5 0.2 0.2
H 0.46788 -0.99177 3.04435 -0.7 -0.7 -0.2
O -0.92769 -2.80964 0.55853 -1.2 -1.1 1.2
H -1.56685 -3.55018 0.67008 0.5 0.5 -0.9
H -0.79089 -2.65478 1.51982 0.8 0.4 -0.9
```
Forces are in eV/Å.

As for the structure (SMILES): C[C@H](O)CCO.O.O. The value obtained for the highest occupied orbital energy is -9.851 eV. The orbital gap is 10.30 eV.

Atomic partial charges in e from the Mulliken method, atoms 1 to 4: C -1.297; C 0.447; O -0.595; C -0.491

=====

Calculated total energy (eV), listed in the same order as above: -20161.863 -103559.091 -49042.401 -25357.085 -12608.831 -12564.307